[1]
{"formula": "C45H50CaFN17O3Se", "method": "wB97M-V/def2-TZVPD", "gap_ev": 4.40, "spin_multiplicity": 1, "elements": ["Ca", "C", "C", "C", "C", "C", "C", "N", "N", "C", "C", "C", "C", "C", "N", "H", "H", "H", "H", "H", "H", "H", "H", "H", "N", "C", "N", "N", "N", "N", "C", "N", "N", "N", "N", "H", "F", "C", "C", "C", "C", "O", "C", "C", "N", "C", "C", "C", "C", "C", "C", "N", "C", "C", "N", "C", "C", "C", "O", "O", "H", "H", "H", "H", "H", "H", "H", "H", "H", "H", "H", "H", "H", "H", "H", "H", "H", "H", "C", "C", "C", "C", "N", "C", "Se", "N", "C", "C", "C", "C", "C", "C", "C", "C", "C", "C", "H", "H", "H", "H", "H", "H", "H", "H", "H", "H", "H", "H", "H", "H", "H", "H", "H", "H", "H", "H", "H", "H"], "coordinates": [[0.763, -0.888, -0.576], [-1.156, 1.872, -5.735], [-1.598, 1.629, -4.442], [-0.944, 0.705, -3.640], [0.141, 0.007, -4.154], [0.593, 0.246, -5.447], [-0.057, 1.181, -6.234], [0.781, -0.947, -3.300], [1.298, -1.883, -3.921], [1.966, -2.847, -3.106], [2.806, -3.724, -3.769], [3.489, -4.670, -3.019], [3.293, -4.704, -1.651], [2.422, -3.782, -1.083], [1.760, -2.880, -1.792], [-1.662, 2.606, -6.350], [-2.456, 2.161, -4.052], [-1.308, 0.467, -2.648], [1.454, -0.295, -5.815], [0.296, 1.375, -7.240], [2.913, -3.643, -4.841], [4.168, -5.363, -3.499], [3.821, -5.406, -1.023], [2.252, -3.761, -0.015], [2.897, 0.851, 2.032], [1.529, 0.900, 2.219], [0.983, 1.364, 3.338], [-0.342, 1.282, 3.116], [-0.570, 0.797, 1.942], [0.611, 0.552, 1.321], [3.554, -0.124, 1.297], [4.839, -0.385, 1.493], [5.116, -1.351, 0.601], [4.066, -1.646, -0.081], [3.022, -0.879, 0.336], [3.424, 1.174, 2.827], [0.829, -5.332, 4.804], [-0.305, -5.024, 4.110], [-0.182, -4.297, 2.962], [-1.315, -3.916, 2.253], [-1.152, -2.980, 1.120], [-0.028, -2.524, 0.916], [-2.367, -2.636, 0.430], [-3.537, -3.138, 0.893], [-3.694, -3.929, 1.993], [-5.010, -4.344, 2.404], [-6.126, -3.349, 2.347], [-5.580, -3.778, 3.677], [-2.575, -4.328, 2.702], [-2.674, -5.096, 3.868], [-1.550, -5.411, 4.616], [-1.744, -6.049, 5.874], [-0.687, -6.788, 6.526], [0.207, -5.926, 7.416], [-0.657, -5.147, 8.375], [-1.716, -4.355, 7.655], [-2.553, -5.326, 6.831], [-2.477, -1.649, -0.744], [-3.614, -1.383, -1.131], [-1.384, -1.198, -1.191], [0.786, -3.950, 2.624], [-4.442, -2.849, 0.376], [-5.246, -5.374, 2.163], [-7.096, -3.712, 2.041], [-5.890, -2.349, 2.015], [-6.176, -4.430, 4.301], [-4.967, -3.059, 4.204], [-3.640, -5.434, 4.212], [-0.064, -7.293, 5.793], [-1.156, -7.565, 7.144], [0.761, -5.191, 6.839], [0.896, -6.527, 8.007], [-0.075, -4.527, 8.938], [-1.115, -5.795, 9.021], [-1.198, -3.640, 7.015], [-2.301, -3.823, 8.404], [-3.330, -4.763, 6.321], [-3.052, -6.041, 7.498], [1.695, 5.718, -0.523], [0.604, 5.196, 0.412], [0.463, 3.673, 0.447], [-0.301, 3.046, -0.710], [0.242, 3.366, -2.025], [1.367, 2.836, -2.569], [2.477, 1.588, -1.801], [1.538, 3.424, -3.787], [2.646, 3.202, -4.701], [3.623, 4.376, -4.705], [4.396, 4.549, -3.399], [5.493, 3.509, -3.212], [0.502, 4.304, -4.030], [0.210, 5.103, -5.124], [-0.946, 5.865, -5.059], [-1.773, 5.833, -3.934], [-1.476, 5.037, -2.839], [-0.325, 4.265, -2.909], [1.934, 6.759, -0.301], [1.406, 5.673, -1.574], [2.609, 5.132, -0.403], [-0.358, 5.658, 0.165], [0.842, 5.524, 1.427], [-0.072, 3.371, 1.349], [1.454, 3.216, 0.509], [-1.339, 3.378, -0.714], [-0.304, 1.964, -0.592], [2.221, 3.050, -5.694], [3.128, 2.274, -4.392], [3.069, 5.291, -4.936], [4.328, 4.220, -5.528], [3.701, 4.504, -2.555], [4.835, 5.550, -3.383], [5.079, 2.502, -3.153], [6.040, 3.682, -2.285], [6.207, 3.544, -4.038], [0.852, 5.126, -5.994], [-1.209, 6.501, -5.894], [-2.664, 6.446, -3.914], [-2.118, 5.020, -1.970]]}



[2]
{"formula": "C4H6O2S", "method": "wB97M-V/def2-TZVPD", "gap_ev": 8.57, "spin_multiplicity": 1, "elements": ["C", "C", "C", "C", "H", "H", "H", "H", "H", "H", "O", "O", "S"], "coordinates": [[3.643, 0.069, 0.021], [1.202, -0.356, 0.030], [0.688, 0.867, 0.102], [-1.557, 0.269, 0.508], [2.854, 1.007, -0.613], [4.712, -0.372, -0.941], [4.018, 0.132, 1.359], [0.547, -1.150, -0.198], [0.874, 1.927, 0.091], [-0.967, 0.341, 1.590], [2.449, -0.841, -0.020], [-0.698, 0.689, -0.491], [-3.119, -0.360, -0.072]]}



[3]
{"formula": "H6O3", "method": "wB97M-V/def2-TZVPD", "gap_ev": 12.68, "smiles": "O.O.O", "spin_multiplicity": 1, "elements": ["O", "H", "H", "O", "H", "H", "O", "H", "H"], "coordinates": [[8.146, 3.544, -1.616], [7.693, 3.351, -2.441], [7.448, 3.834, -1.019], [0.394, -6.772, -3.043], [0.562, -6.136, -3.751], [1.181, -6.794, -2.495], [-8.350, 2.645, 4.732], [-8.718, 2.974, 5.553], [-8.356, 3.353, 4.079]]}



[4]
{"formula": "C16H16N4O3S2", "method": "wB97M-V/def2-TZVPD", "gap_ev": 8.95, "smiles": "COc1ccc(Cc2nnc(SCC(=O)Nc3ncc(C)s3)o2)cc1", "spin_multiplicity": 1, "elements": ["C", "O", "C", "C", "C", "C", "C", "C", "N", "N", "C", "S", "C", "C", "O", "N", "C", "N", "C", "C", "C", "S", "O", "C", "C", "H", "H", "H", "H", "H", "H", "H", "H", "H", "H", "H", "H", "H", "H", "H", "H"], "coordinates": [[4.605, 2.182, 1.180], [4.094, 1.614, -0.002], [3.455, 0.415, 0.074], [3.239, -0.304, 1.244], [2.564, -1.514, 1.197], [2.104, -2.029, -0.003], [1.328, -3.326, -0.055], [-0.097, -2.978, -0.255], [-0.745, -2.903, -1.368], [-1.985, -2.449, -1.090], [-2.025, -2.263, 0.193], [-3.331, -1.645, 1.134], [-4.451, -1.202, -0.248], [-5.294, -0.007, 0.132], [-6.480, -0.102, 0.345], [-4.688, 1.215, 0.246], [-3.425, 1.706, 0.031], [-3.156, 2.936, 0.305], [-1.875, 3.255, 0.004], [-1.115, 2.262, -0.524], [0.304, 2.286, -0.956], [-2.073, 0.814, -0.654], [-0.864, -2.582, 0.797], [2.314, -1.303, -1.171], [2.983, -0.100, -1.137], [5.353, 1.534, 1.647], [3.808, 2.396, 1.901], [5.076, 3.116, 0.878], [3.586, 0.064, 2.196], [2.401, -2.058, 2.115], [1.441, -3.879, 0.878], [1.654, -3.936, -0.896], [-3.824, -1.026, -1.121], [-5.115, -2.046, -0.427], [-5.323, 1.946, 0.559], [-1.538, 4.257, 0.198], [0.735, 3.263, -0.752], [0.882, 1.526, -0.431], [0.384, 2.081, -2.023], [1.940, -1.688, -2.108], [3.156, 0.469, -2.036]]}



Values for energy above the lowest of the compared OMol25 structures with the same formula, charge and spin, kcal/mol, ordered as above
0.0, 179.7, 15.6, 45.1